{"formula": "C2H11NO2S2", "method": "ωB97M-V/def2-TZVPD", "smiles": "NCCSS.O.O", "gap_ev": 9.0, "total_charge": 0, "homo_ev": -8.846, "multiplicity": 1, "symbols": ["N", "C", "C", "S", "S", "H", "H", "H", "H", "H", "H", "H", "O", "H", "H", "O", "H", "H"], "coordinates": [[-2.4533, 0.8580, 1.2343], [-1.3022, 1.3440, 0.5459], [-0.0146, 0.5867, 0.8247], [1.4623, 1.0534, -0.1383], [2.6436, -0.6188, 0.3064], [-3.1789, 1.5782, 1.1976], [-2.8725, -0.0526, 0.9462], [-1.1540, 2.3984, 1.0073], [-1.4673, 1.5762, -0.5385], [-0.0815, -0.5149, 0.6464], [0.2181, 0.6301, 1.8942], [1.7003, -1.5933, 0.2677], [-3.0750, -1.6352, -0.6685], [-3.3310, -2.3356, -1.2797], [-2.2179, -1.3363, -1.0823], [-0.4565, -1.2523, -1.7332], [-0.4352, -0.3613, -1.8875], [0.4515, -1.4324, -1.5112]], "atomic_forces_ev_per_a": [[-1.32, -0.98, 0.45], [0.63, 2.82, -0.26], [0.14, -1.69, 0.85], [-0.32, -0.29, -0.16], [-0.07, 0.17, 0.16], [0.27, -0.58, 0.11], [0.77, 1.08, -0.10], [0.01, -1.45, -0.85], [0.31, -0.57, 0.39], [-0.56, 0.88, -0.10], [-0.02, 0.32, -0.13], [0.10, 0.31, -0.16], [1.10, 0.37, -0.84], [-0.21, -0.02, 0.20], [-0.94, -0.51, 0.77], [-0.43, -3.25, 0.31], [-0.03, 3.83, -0.79], [0.57, -0.43, 0.13]]}